Entry 1:
# FSr3

A structure of composition FSr3 in a non-equilibrium geometry (wB97M-V/def2-TZVPD, the OMol25 dataset).

Calculated values
Kohn-Sham gap ... 10.946 eV
Relative energy (zero: lowest compared OMol25 entry of this formula, charge and spin) ... 4.2862 eV
E ... -189.5189 hartree
HOMO level ... -33.8 eV

The geometry in ORCA input format:
```
! wB97M-V def2-TZVPD RIJCOSX def2/J DEFGRID3
* xyz 5 1
Sr 0.71567 -0.29427 -2.12472
Sr -2.08517 1.14741 0.37280
Sr 1.71928 0.24263 1.69007
F -0.34977 -1.09576 0.06185
*
```



Entry 2:
# C3H3N3O2S

The molecule C3H3N3O2S in a non-equilibrium geometry (wB97M-V/def2-TZVPD, the OMol25 dataset).

Calculated values
Kohn-Sham gap ... 8.086 eV
SMILES string ... Nc1nc([N+](=O)[O-])cs1
Relative energy (zero: lowest compared OMol25 entry of this formula, charge and spin) ... 3.6336 eV
E ... -828.9038 hartree
HOMO level ... -9.1 eV

The geometry in ORCA input format:
```
! wB97M-V def2-TZVPD RIJCOSX def2/J DEFGRID3
* xyz 0 1
O 3.13988 -0.21991 -0.11258
O 2.01192 -0.69214 -1.99610
N -0.39675 -0.47892 -0.48061
S -0.87338 1.10651 1.59617
C -1.32261 -0.03637 0.34831
C 0.72905 0.84377 1.01694
C 0.85266 0.00894 -0.12512
N -2.46062 -0.65609 -0.00875
N 2.06798 -0.33506 -0.75428
H 1.55873 1.32725 1.43424
H -3.04515 0.20002 -0.03341
H -2.26170 -1.06800 -0.88482
*
```



Entry 3:
# C18H31ClF13N6O2S

A cluster of 2 separate species, C18H31ClF13N6O2S in total (wB97M-V/def2-TZVPD, the OMol25 dataset).

Calculated values
Kohn-Sham gap ... 8.005 eV
E ... -3339.7942 hartree
HOMO level ... -10.6 eV

The geometry in ORCA input format:
```
! wB97M-V def2-TZVPD RIJCOSX def2/J DEFGRID3
* xyz 1 1
N 4.56121 -3.98649 1.44706
C 4.90934 -2.88727 2.35747
C 4.08440 -1.64310 1.99559
C 4.75269 -0.75166 0.94376
C 4.72619 -1.37868 -0.46814
N 4.39660 -0.42078 -1.52475
C 3.18696 0.08972 -1.64257
N 2.76497 0.91915 -2.60917
C 1.48995 1.11870 -2.33513
Cl 0.44873 2.07504 -3.25505
N 1.07432 0.46851 -1.25082
C -0.22707 0.44509 -0.58292
C -0.61296 -0.94806 -0.09104
C -1.14732 -1.82658 -1.21142
F -2.47631 -1.64324 -1.35712
F -0.56488 -1.47120 -2.38861
C -0.84140 -3.33088 -0.94371
F 0.47657 -3.50507 -1.17956
F -1.06910 -3.55222 0.36455
C -1.66540 -4.33047 -1.80831
F -1.63131 -3.84211 -3.07174
F -2.93163 -4.33776 -1.37880
C -1.17183 -5.82017 -1.98419
F -2.07291 -6.38992 -2.78733
F 0.01192 -5.77709 -2.60429
S -0.96387 -6.92115 -0.43840
F 0.06667 -7.82694 -1.21976
F 0.22441 -5.94242 0.01411
F -2.00300 -6.02119 0.36994
F -2.13855 -7.88069 -0.85694
F -0.71848 -7.77532 0.85382
N 2.18523 -0.19370 -0.79198
H 5.20797 -4.75926 1.55890
H 3.64563 -4.35354 1.68671
H 5.97140 -2.67427 2.20551
H 4.78140 -3.13043 3.41885
H 3.12285 -2.01526 1.60296
H 3.84903 -1.06310 2.89156
H 5.79799 -0.60231 1.22816
H 4.29721 0.24320 0.92802
H 5.69129 -1.81069 -0.72498
H 4.00558 -2.20424 -0.50857
H 5.07725 -0.14308 -2.21407
H -0.24095 1.15646 0.24332
H -0.92633 0.80310 -1.33825
H -1.38498 -0.84255 0.67163
H 0.23062 -1.45646 0.37893
H 2.20256 -0.76975 0.03476
C -3.39047 2.23437 -0.25680
O -2.22027 2.76849 0.33894
C -1.49337 3.67505 -0.48648
C -1.62707 5.10641 -0.01805
N -2.97682 5.59689 -0.22676
C -3.22585 6.94721 0.26948
C -3.11250 7.18379 1.76954
O -4.10246 6.51795 2.52783
C -3.78199 5.21062 2.94928
H -3.78102 1.47597 0.41981
H -4.16130 2.99291 -0.41325
H -3.17536 1.77141 -1.22733
H -1.83054 3.58589 -1.52438
H -0.43561 3.39000 -0.44116
H -0.93720 5.72138 -0.60469
H -1.29782 5.15267 1.03040
H -3.63564 4.96106 0.20447
H -4.23465 7.22871 -0.03821
H -2.53742 7.63012 -0.23867
H -3.26204 8.25139 1.94487
H -2.11601 6.93112 2.15444
H -2.71139 5.10813 3.15569
H -4.07201 4.45123 2.21471
H -4.33385 5.01737 3.86837
*
```



Entry 4:
# C5H9IrO2

A structure of composition C5H9IrO2 in a non-equilibrium geometry (wB97M-V/def2-TZVPD, the OMol25 dataset).

Calculated values
Kohn-Sham gap (alpha / beta) ... 9.378 / 5.854 eV
Relative energy (zero: lowest compared OMol25 entry of this formula, charge and spin) ... 1.0351 eV
E ... -449.7144 hartree
HOMO level (alpha / beta) ... -18.3 / -18.8 eV
⟨S²⟩ ... 6.012

The geometry in ORCA input format:
```
! wB97M-V def2-TZVPD RIJCOSX def2/J DEFGRID3
* xyz 2 5
C 2.04436 -1.38639 1.26755
O 1.01252 -0.94987 0.37423
C 1.42404 -0.17967 -0.70239
C 0.47084 0.32412 -1.51113
O -0.81462 0.01635 -1.20900
C -1.78748 1.07862 -0.75158
C -2.34015 0.62483 0.57659
Ir -0.99627 -1.01165 0.55026
H 1.55550 -1.66159 2.20645
H 2.55378 -2.25782 0.84004
H 2.75125 -0.56570 1.43920
H 2.46094 -0.30993 -1.01084
H -2.52252 1.13017 -1.56303
H -1.20552 2.00832 -0.71500
H -3.42042 0.43545 0.53453
H -2.13348 1.35048 1.37566
H 0.94723 1.35428 -1.70154
*
```



Entry 5:
# C8H14N4O4P

A cluster of 2 separate species, C8H14N4O4P in total (wB97M-V/def2-TZVPD, the OMol25 dataset).

Calculated values
Kohn-Sham gap ... 10.278 eV
Relative energy (zero: lowest compared OMol25 entry of this formula, charge and spin) ... 0.0000 eV
E ... -1174.3567 hartree
HOMO level ... -13.2 eV

The geometry in ORCA input format:
```
! wB97M-V def2-TZVPD RIJCOSX def2/J DEFGRID3
* xyz 1 1
C 1.89440 -1.34834 -1.61548
C 1.18189 -0.57598 -2.41360
N -0.18157 -0.22012 -2.09665
C -0.48654 0.94038 -1.53766
N 0.39640 1.89416 -1.17721
C -0.34239 2.84773 -0.66866
N -1.65809 2.59912 -0.67596
P -2.96896 3.68220 -0.06364
C -4.35824 2.51707 -0.24367
O -3.19005 4.67898 -1.32246
N -1.73772 1.34161 -1.24397
H 2.91906 -1.56567 -1.88188
H 1.49974 -1.84340 -0.73839
H 1.55238 -0.19851 -3.35695
H -0.93417 -0.85019 -2.32916
H 0.04408 3.77337 -0.27205
H -5.23517 3.16502 -0.27557
H -4.43734 1.85797 0.62026
H -4.36775 1.94048 -1.16910
H -3.20612 4.27996 -2.20159
H -2.61052 0.86465 -1.38798
C 3.25656 -2.21210 2.63595
C 2.74769 -3.33456 3.52596
O 1.59567 -3.79011 2.80088
C 1.74518 -3.46221 1.50640
O 1.04049 -3.81649 0.61481
O 2.80615 -2.63624 1.34203
H 4.33706 -2.10614 2.62950
H 2.79380 -1.25256 2.87148
H 3.45733 -4.15801 3.60653
H 2.44673 -3.01208 4.51786
*
```



Entry 6:
# C5H12N3

The ion C5H12N3 with charge +1 in a non-equilibrium geometry (wB97M-V/def2-TZVPD, the OMol25 dataset).

Calculated values
Kohn-Sham gap ... 8.670 eV
SMILES string ... CC(C)=N/C=[N+](/C)N
Relative energy (zero: lowest compared OMol25 entry of this formula, charge and spin) ... 4.4410 eV
E ... -361.6049 hartree
HOMO level ... -12.4 eV

The geometry in ORCA input format:
```
! wB97M-V def2-TZVPD RIJCOSX def2/J DEFGRID3
* xyz 1 1
C 0.13261 -0.25126 -0.60836
C -0.85003 0.94869 1.33945
C -1.09224 0.07509 2.42618
C -1.15401 2.39915 1.37569
C 0.62364 -1.78301 -2.42244
N -0.02283 0.54381 0.42870
N 1.05785 -0.86885 -1.35692
N 2.46120 -0.80986 -1.43454
H -0.85059 -0.68429 -0.87759
H -0.57794 -0.83992 2.65184
H -2.11919 0.09287 2.31652
H -0.93393 0.70475 3.31558
H -0.65051 3.00506 0.64599
H -1.28503 2.62256 2.40179
H -2.25912 2.45453 1.09278
H 0.12994 -1.27534 -3.25679
H 1.44712 -2.36373 -2.76747
H -0.03983 -2.63033 -2.19632
H 3.11119 -0.37416 -0.77392
H 2.87172 -0.96576 -2.30018
*
```



Entry 7:
# C3H11O2S

A cluster of 3 separate species, C3H11O2S in total in a non-equilibrium geometry (wB97M-V/def2-TZVPD, the OMol25 dataset).

Calculated values
Kohn-Sham gap ... 6.086 eV
Relative energy (zero: lowest compared OMol25 entry of this formula, charge and spin) ... 1.1340 eV
E ... -669.5792 hartree
HOMO level ... -2.6 eV

The geometry in ORCA input format:
```
! wB97M-V def2-TZVPD RIJCOSX def2/J DEFGRID3
* xyz -1 1
C 1.36890 -0.45103 -0.83822
C 0.11747 0.29424 -0.27160
C 0.46441 1.00917 1.02961
S -0.74603 2.42809 1.20210
H 1.09512 -1.40197 -1.30787
H 2.14477 -0.63432 -0.09963
H 1.70712 0.17979 -1.65768
H -0.20659 1.10788 -0.90112
H -0.71917 -0.40591 -0.24190
H 1.44352 1.48213 1.00360
H 0.30496 0.46278 1.95975
H -2.14159 1.37498 -1.52890
H -1.92291 -0.13241 -1.72801
O -2.14436 0.67069 -2.19120
H -0.25029 -1.24046 1.64997
H 0.02388 -2.71977 1.77805
O -0.53922 -2.02389 2.14301
*
```



Entry 8:
# C2H42O20Pd

A structure of composition C2H42O20Pd in a non-equilibrium geometry (wB97M-V/def2-TZVPD, the OMol25 dataset).

Calculated values
Kohn-Sham gap (alpha / beta) ... 6.971 / 7.084 eV
E ... -1733.9653 hartree
HOMO level (alpha / beta) ... -7.5 / -7.6 eV
⟨S²⟩ ... 2.003

The geometry in ORCA input format:
```
! wB97M-V def2-TZVPD RIJCOSX def2/J DEFGRID3
* xyz 0 3
Pd -0.09807 0.21877 0.05353
C 1.15130 -2.56794 1.33041
O 1.01088 -1.16442 1.39069
H 0.24912 -3.09758 1.63645
H 1.35339 -2.97495 0.33965
H 1.93019 -2.96234 1.98300
C -1.57311 1.95356 -2.58870
O -1.27391 1.62455 -1.24538
H -1.19739 1.20820 -3.28968
H -2.62059 1.92983 -2.88926
H -1.17490 2.92027 -2.89693
O -2.55490 -3.87745 2.09097
H -2.23953 -4.00548 1.19633
H -3.42381 -4.27890 2.09890
O 1.75247 1.55873 -0.06518
H 2.02382 2.46981 -0.17715
H 2.53081 1.11640 0.27357
O -2.68767 2.35162 2.86325
H -3.17857 2.70307 2.12046
H -3.34727 1.91379 3.40127
O 0.68324 -1.48638 -4.35797
H 1.33677 -2.05035 -4.77157
H -0.05739 -1.49261 -4.96432
O -4.09007 -0.78731 -1.70155
H -4.79938 -1.40116 -1.89207
H -3.71068 -0.58597 -2.55697
O 3.17661 -0.29412 3.32090
H 2.63079 0.17823 3.94955
H 2.55413 -0.78125 2.78103
O 3.12866 -0.01061 -2.70757
H 2.97015 0.22585 -1.79368
H 3.45238 0.79473 -3.11114
O 1.10245 -3.79871 -2.84830
H 0.42898 -4.20072 -2.29961
H 0.62319 -3.18663 -3.40677
O -0.14448 5.24985 -1.30179
H -0.97697 5.56999 -0.95437
H -0.37646 4.46122 -1.79216
O 0.60511 -1.04192 -1.55753
H 1.06454 -1.86701 -1.40138
H 0.59194 -0.95116 -2.51033
O -2.46087 -3.72338 -1.00166
H -3.20033 -4.10494 -1.47478
H -1.71617 -4.27886 -1.23206
O -1.96025 -1.04766 0.08031
H -2.28350 -1.90254 0.36479
H -2.58095 -0.76819 -0.59264
O -0.48037 1.44628 1.80813
H 0.12526 1.39482 2.54759
H -1.25135 1.89133 2.15989
O 1.96407 2.38219 4.38286
H 1.26148 2.90490 3.99637
H 2.73218 2.95255 4.35228
O 3.59321 -0.38278 0.08602
H 4.46616 -0.56469 0.43400
H 3.02635 -1.02599 0.51168
O 3.89945 3.25262 0.12241
H 3.97390 2.80793 0.96677
H 4.69143 3.00038 -0.35233
O -3.42687 2.96554 0.24375
H -3.64637 3.86360 -0.00432
H -2.75599 2.69998 -0.38525
O -0.08128 -1.04368 4.08269
H -1.02213 -1.00770 3.91023
H 0.30689 -1.29501 3.24460
*
```



- What is the E in the second record?
  -828.9038 hartree



Please write out number 7 again, unchanged.
# C3H11O2S

A cluster of 3 separate species, C3H11O2S in total in a non-equilibrium geometry (wB97M-V/def2-TZVPD, the OMol25 dataset).

Calculated values
Kohn-Sham gap ... 6.086 eV
Relative energy (zero: lowest compared OMol25 entry of this formula, charge and spin) ... 1.1340 eV
E ... -669.5792 hartree
HOMO level ... -2.6 eV

The geometry in ORCA input format:
```
! wB97M-V def2-TZVPD RIJCOSX def2/J DEFGRID3
* xyz -1 1
C 1.36890 -0.45103 -0.83822
C 0.11747 0.29424 -0.27160
C 0.46441 1.00917 1.02961
S -0.74603 2.42809 1.20210
H 1.09512 -1.40197 -1.30787
H 2.14477 -0.63432 -0.09963
H 1.70712 0.17979 -1.65768
H -0.20659 1.10788 -0.90112
H -0.71917 -0.40591 -0.24190
H 1.44352 1.48213 1.00360
H 0.30496 0.46278 1.95975
H -2.14159 1.37498 -1.52890
H -1.92291 -0.13241 -1.72801
O -2.14436 0.67069 -2.19120
H -0.25029 -1.24046 1.64997
H 0.02388 -2.71977 1.77805
O -0.53922 -2.02389 2.14301
*
```